Entry from OMol25: 11 unconnected molecules or ions with the total composition C39H99O36P7 (ωB97M-V/def2-TZVPD).

Structure (XYZ):
```
181
Properties=species:S:1:pos:R:3:forces:R:3
H 1.735799 3.132809 3.168656 0.9279 -0.3568 -0.0580
C 1.019769 7.718349 -0.222994 -0.1978 0.6546 0.6717
O 3.474789 1.535269 2.215866 2.2600 -2.1275 1.7333
O -4.392551 -3.737761 -0.474704 1.4953 -1.8391 3.2832
O 1.060689 5.819669 4.156756 -1.9492 -0.2075 0.3263
C 1.496319 -4.304231 6.171626 1.7438 2.1071 -1.5057
H -6.213871 0.711079 2.522366 -1.1994 -1.4696 0.7575
O 4.780059 -0.780821 1.949376 -0.8455 1.3786 1.7188
H 3.237309 1.191899 -5.301074 -0.5889 0.2223 0.0587
H -6.226151 -7.593601 1.134866 0.2030 0.8625 0.8426
H 1.880059 0.143369 0.855936 0.0040 -0.9597 -0.4122
H 2.849069 -0.817611 -3.865534 -0.2712 -0.1186 -0.0880
O 1.725989 6.847089 -1.064394 0.6801 -1.2508 -1.5211
H 4.548809 -1.068391 -0.181234 -0.2451 -1.0325 0.8084
H 4.982769 -1.051111 5.993456 -0.4353 1.0051 -0.1093
H 1.551189 -2.824151 4.411166 -0.3942 0.4210 0.4265
C 1.041259 -3.715751 4.776026 -1.1056 -3.3137 1.4580
C -2.816051 -3.901371 2.345066 -1.7723 1.6339 1.5846
H 3.227119 -3.335541 8.236536 0.5812 -1.2645 -0.2300
O -2.660911 -0.573421 -4.376034 0.2204 1.1734 0.3448
H 3.734859 -2.469431 -6.342194 0.1016 0.1355 0.0985
C -4.977301 -3.710681 -1.702014 -1.2884 -0.3598 -2.4917
H 2.492509 -1.866761 -1.015474 -0.0926 0.2738 0.4885
C 2.111119 -2.873581 -1.185664 0.5513 1.4396 -0.1138
O -1.996171 -2.810121 -3.230734 -1.9447 0.6264 -5.5504
H 1.809109 3.974569 -2.893994 0.7228 0.2881 0.4944
C -1.736591 3.352799 -2.961214 -1.3333 -3.9852 -1.5562
C 3.816779 -0.580521 -4.307614 0.6789 -0.7807 -2.1255
H -2.071851 5.478219 6.725096 -0.0113 -0.4476 -0.0344
C -6.828511 0.750289 1.623036 2.6034 3.8561 -0.5577
H -0.516521 -3.521821 -2.131944 0.0951 0.2270 0.4781
C 1.881629 1.198569 -1.549464 0.9369 0.7742 -1.3698
C 2.294399 5.979089 3.467656 -0.4633 -0.2494 -0.2064
C 3.932369 -2.810931 -5.326084 0.6432 1.1401 0.5187
H -2.157271 6.583679 -2.081694 -0.3278 0.1318 -0.5238
H -1.135471 1.806969 -1.659214 -0.3365 -0.2284 0.6501
H 0.899249 7.254109 0.755806 -0.1808 -0.2379 -0.2291
H -3.551631 0.706359 0.787246 0.2949 0.5164 -1.1011
H -2.105201 -4.306511 3.065236 0.0404 -1.0629 -0.6894
H -5.171551 -0.619061 -1.849684 -1.0173 -0.5953 0.9067
O -7.732201 -1.850471 -0.916344 0.7854 -1.0394 -0.9845
H -7.939051 -2.524981 -3.005294 0.6475 0.7180 0.2893
H 1.791999 4.468249 -4.560034 0.4792 0.1225 -0.1215
O -1.444591 0.849749 0.753736 0.1788 -0.0289 -0.5575
H 1.957309 -2.821491 9.079016 -0.8044 0.0306 0.0756
H -1.912801 -2.725241 -1.293124 0.3998 -0.2074 0.3982
H 1.789289 1.394709 -2.617694 -1.1099 -0.0914 -0.2637
H -1.874571 1.547129 -3.958604 0.0626 -0.8609 0.7810
H -2.824301 -0.296911 1.817386 0.6893 -0.6464 0.3422
H -2.528391 -0.679731 0.087256 -0.9100 -0.1464 -0.0438
O -1.429211 5.876719 0.358806 -1.1224 0.3752 -4.5290
O -7.137131 0.473179 -1.804644 -0.7561 -1.1343 3.0182
H 2.461339 3.002249 4.835336 0.0084 -0.0975 -0.1427
O 1.308439 -5.888581 0.669226 2.8412 2.4639 -0.8134
P -0.130761 4.761949 3.900796 1.5309 0.9493 3.8163
H -3.449011 -3.293411 2.991486 0.4048 0.5915 0.3549
H 1.253889 -4.519081 4.070656 0.4653 0.1073 -0.0980
H 4.818179 0.483589 0.299216 -0.0087 0.4000 0.4242
H -2.694501 -1.478241 -7.250024 0.1166 0.0137 -0.3185
O -0.550011 -1.815301 -5.178324 -0.1943 -0.6389 0.7897
H 2.995679 -3.372951 -1.580994 -0.5060 -0.6277 -0.1219
H 2.413389 7.060049 3.393646 0.5569 -0.2143 0.0129
H 0.445969 -6.734531 2.288976 -0.0552 0.0742 0.1053
H 1.904249 -4.542881 8.840036 0.3412 -0.2723 -0.5026
H 4.799189 -4.758081 2.743486 -0.4276 -0.3855 -0.3365
O 3.115459 8.295259 -2.708764 -1.1426 -0.7339 0.3243
C -2.843871 -2.549001 -7.111204 1.1330 0.8120 0.8401
C -8.452141 -2.439381 -2.047424 -0.6856 -0.1707 0.7220
H 5.998809 2.078769 5.235676 -0.2153 -0.7543 -0.0313
H -4.699281 -4.573561 -2.307194 0.1853 0.0388 -0.2269
C 1.612239 2.774909 4.190786 0.2839 0.3459 -1.4514
C 0.233259 -5.948301 1.564616 -1.6688 -0.7241 0.6780
C 4.420339 7.952679 -2.191454 -0.5350 -2.0863 0.9412
H -0.675871 -6.198851 1.017976 0.2661 -0.5110 -0.3958
H -4.710521 -2.801301 -2.240494 0.2464 -0.0196 0.0687
H 0.929429 1.504449 0.810866 0.1661 0.7549 -0.3722
H 4.332759 0.121019 -3.652094 0.3354 -0.3913 0.3527
H 5.395699 -1.519121 4.366756 -0.0067 -0.1821 0.0939
O -6.767371 -0.285071 0.735566 -1.6866 -3.3115 -2.1139
P 1.835759 7.256179 -2.605964 2.0082 0.7338 -2.0984
O -1.920891 2.503249 -4.031364 0.4429 2.7486 0.6939
H 4.298639 7.217599 -1.395864 -0.3443 0.0220 0.4956
C 4.562329 -1.218741 5.001876 0.5490 0.2542 -1.5541
C -1.437171 3.725229 -0.592294 0.5745 -3.0047 -1.4840
H -7.689431 1.418549 1.604856 -0.4140 -0.7885 0.4939
H -4.968871 -8.260711 0.297576 -0.2112 -0.0181 -1.1708
H -5.845461 0.060699 -3.254304 0.2266 0.2084 -0.1276
O 2.498689 5.945099 -3.339244 0.0209 1.5805 1.6612
C 3.701939 0.248569 -5.588004 -1.4483 0.3503 -1.6743
P -3.823871 -5.135241 0.207696 -2.3945 0.7006 1.5123
C 1.688459 4.842919 -3.541704 -1.7096 -1.5783 -1.0693
H -6.050611 1.342139 1.140666 0.0122 1.6609 -0.1078
O -2.885571 -2.796311 -5.684834 0.5779 0.6636 2.4245
H 3.726719 -3.806131 3.787316 0.1812 -0.1132 0.0382
H -1.220181 5.370269 1.147106 0.5506 -1.0561 1.1211
C -0.182171 -0.766791 -6.027174 0.7231 1.8746 -1.7143
O 0.842519 0.492229 -0.984714 -0.1865 -0.6081 -0.6264
O -3.913711 -4.701871 1.830436 1.5642 -1.3153 -3.2352
C -5.188321 -7.370651 0.887256 0.5884 -2.7072 -0.9055
H -0.901451 4.063599 6.432366 -0.4044 0.1229 0.4187
H -8.671151 -3.471171 -1.772554 0.0198 0.1278 0.3187
O -1.352991 5.269609 4.865476 1.0989 -1.2830 -4.9796
H 5.189979 2.840759 3.854626 0.3993 0.6890 0.1693
C -2.002781 5.516979 -2.013234 -0.6336 1.1938 -4.6356
H -2.002541 -2.721161 5.165316 -0.4307 -0.2056 0.3479
O -5.058281 -6.231111 0.079286 1.5707 2.7078 0.0274
H -1.216011 3.419849 0.419746 0.0826 -0.6293 -0.0427
H 4.987059 8.740059 -1.694504 -0.3888 0.5295 -0.8838
P -7.838341 -0.348561 -0.486344 1.0904 0.1815 -0.9198
H 0.618739 5.047879 -3.499484 -0.1097 0.5671 0.2077
H 6.150379 -0.596461 0.391566 0.0296 -0.3831 0.3332
H 1.653009 8.590379 -0.059654 -0.4516 0.4271 -0.1418
C 5.082869 -0.529661 0.601486 0.6713 1.5054 -1.9872
C -0.392901 -0.072481 0.952116 2.2684 0.1756 0.6306
H 2.160829 0.422299 -8.690404 0.0620 -1.1324 0.3785
H -0.734671 -1.700231 -2.128744 0.4740 -0.0409 0.3047
H 1.951199 2.186079 -1.093324 0.5660 0.0156 0.3060
O 1.502679 -3.271841 7.151816 -1.0517 -0.6099 0.3577
C 2.177839 -3.605881 8.354996 0.0278 1.8040 0.2282
H 1.440049 1.701799 4.107876 -0.2066 0.1273 0.4114
O 0.481559 3.482399 4.645436 -2.4509 0.5144 0.6108
P 4.423909 0.541449 2.872866 0.6180 0.0597 0.2868
H 2.815529 0.640719 -1.618344 0.4247 -0.0359 1.0523
O -0.399831 -3.746451 4.768606 1.8037 -0.1841 -0.8720
H 0.445069 -1.040241 -6.875634 0.0141 -1.0856 0.2994
H 2.554019 -4.508861 6.005836 0.3983 -0.6785 -0.0333
O 2.912719 -0.334811 -6.741114 0.6179 0.7797 0.4292
C 0.955359 0.495649 0.398866 -2.4254 0.6913 1.9788
O -0.489751 4.626119 2.513386 -0.8070 -0.3145 -2.1702
H -4.377141 -7.641591 1.563026 -0.3898 1.3814 1.1512
O 5.937249 1.056329 3.333456 -1.9937 -1.6845 -1.2958
H 3.053649 5.454399 4.047606 0.2434 0.4107 -0.0969
P -2.024111 -1.871691 -4.578954 -1.4852 -2.9129 -0.6479
H 4.647799 0.598199 -6.001784 0.4301 -0.6271 0.1613
C 6.024359 2.206229 4.153456 0.2329 0.7331 -0.4754
H 4.607309 -3.666011 -5.363734 -0.0086 0.1978 0.2397
H 2.242509 5.532919 2.474516 0.0373 0.0738 -0.1212
O 3.762359 -5.047411 -0.135204 -3.2144 0.7889 1.2280
C -1.193911 5.089609 6.209066 1.2517 0.8435 2.1583
O 0.633999 7.752599 -3.320444 0.9966 -0.5120 1.4774
H 7.018209 2.575239 3.900106 -0.3085 0.6849 0.1171
O 4.613899 -1.752531 -4.526624 -1.0740 -0.5431 -0.1469
H 3.876199 -2.061931 5.081626 -0.3992 0.5195 -0.2350
O -2.538531 -5.563981 -0.343514 -0.1222 0.0954 0.3218
C -2.636991 0.114699 0.825616 -0.7036 -0.2410 0.5191
H 1.925579 1.381839 -7.256104 -0.0766 0.3909 -0.0762
P 2.477029 -4.699901 0.597586 0.8466 -1.8967 0.3732
O 3.938259 -0.034411 4.297526 -0.2543 -0.9901 0.0346
H 4.973159 7.310319 -2.876924 0.1981 0.8836 -0.6557
H 1.302269 -2.696521 -1.894534 0.1095 -0.7402 0.1120
H -0.873701 -1.786881 4.463076 1.0620 0.7251 0.3781
H 0.444089 0.003469 -5.577064 -0.1612 -0.1461 0.7925
C -1.210161 -2.681041 -2.125254 0.6652 0.5002 1.3302
C 2.619509 0.694359 -7.739774 0.4188 0.3553 1.5443
H -0.743371 -2.375101 6.274836 0.6612 0.5958 -0.2292
H 0.999079 -5.238601 6.432016 -0.4257 0.2603 0.0942
C -1.485251 2.828229 -1.692194 1.3302 1.5570 2.6884
O 2.756199 -4.384591 2.163526 -0.8575 -0.5820 -1.2833
H -0.503851 -1.071161 0.529716 -0.6988 -0.0028 -0.3912
H 3.521729 1.245459 -8.005084 0.1760 0.0350 0.1047
H 2.981069 -3.098401 -4.878324 -0.0061 0.0213 0.2550
H 4.381639 -3.096631 2.322056 -0.0441 -0.0482 -0.1058
H -2.350761 -3.157011 1.698906 0.0278 -0.6194 -0.7086
H -5.090601 1.047279 -2.008424 -0.5514 0.5982 0.1768
H -9.405851 -1.930621 -2.187864 0.1120 0.1161 0.0218
C -1.594661 5.106509 -0.773744 0.2567 -0.8294 3.6396
H -0.160021 -5.079641 2.092706 1.1524 0.7233 0.0273
H -2.398731 4.753129 -4.224554 -0.2629 1.3851 0.1361
O -9.205381 0.003629 -0.124814 0.2176 1.0603 -0.3435
H 0.062479 7.903729 -0.710154 -0.0325 0.5606 0.5129
O 1.632129 -3.414891 0.062726 1.0785 -0.9192 -0.2497
C -0.924161 -2.571481 5.218026 -2.9250 0.5215 0.0861
C -2.109861 4.646499 -3.189374 0.6431 2.7078 3.1536
H -0.336531 -0.205031 2.032556 0.4331 -0.2421 0.2351
H -0.364131 5.770539 6.398546 0.1859 -0.1875 1.2791
H -0.996531 -0.238871 -6.523364 -0.5037 -0.1491 0.4926
H -6.065301 -3.723161 -1.637194 -0.0628 0.0018 0.2599
C 3.996549 -4.020681 2.753266 0.1450 0.7903 0.2484
C -5.782121 0.222009 -2.178164 0.6502 0.0302 -1.5676
H -1.970591 -3.111481 -7.441474 -0.2645 0.0883 -0.6201
H -3.763661 -2.788121 -7.644974 0.0032 -0.5106 0.6158
```
Positions in Å, forces in eV/Å.

The calculation puts the orbital gap (alpha / beta) at 8.746 / 5.063 eV. As for the strongest force on any atom: 5.91 eV/A. As for the net charge: +1. The calculated total energy comes out at -6643.44099 a.u. For the lowest unoccupied orbital energy (alpha / beta), the calculation gives -2.7 / -6.3 eV. As for the spin multiplicity: 2.

Here are the Mulliken charges for atoms 1 to 2, given in e: H 0.2735; C -0.5987